[1]
The following is a DFT calculation (wB97M-V/def2-TZVPD) of a structure of composition C26H43N3S2Tl in a non-equilibrium geometry.

Geometry as XYZ:
```
75
Properties=species:S:1:pos:R:3
Tl -0.5332 0.0118 0.2607
S -1.1613 2.7263 -0.3220
S -1.0511 -2.7882 -0.1713
C -2.9528 2.4130 -0.4097
C -0.5422 2.4443 -2.0243
C -0.8727 1.1803 -2.8281
N -0.2123 -0.0618 -2.3443
C -0.8096 -1.3592 -2.7566
C -0.4258 -2.5599 -1.8812
H 0.5514 2.5775 -1.9876
H -0.9847 3.3203 -2.5173
H -0.5512 1.3782 -3.8636
H -1.9550 1.0258 -2.8498
H -0.4732 -1.5977 -3.7788
H -1.8979 -1.2587 -2.7911
H 0.6726 -2.6391 -1.8265
H -0.8186 -3.4805 -2.3329
C -2.8495 -2.5231 -0.2621
H 0.7599 -0.0465 -2.6633
H -3.1358 -1.6651 -0.8884
H -3.2173 -2.3516 0.7626
H -3.2941 -3.4416 -0.6483
H -3.3174 2.3018 0.6235
H -3.2201 1.5100 -0.9771
H -3.4179 3.2943 -0.8568
C 5.3153 0.2122 -1.8102
C 5.3958 0.2683 -0.4730
H 5.2652 1.1234 -2.4247
H 5.3280 -0.7464 -2.3498
H 5.4093 1.2277 0.0645
H 5.4730 -0.6423 0.1385
C 1.1080 -3.2521 5.9471
C 0.3363 -3.5278 4.6588
C 0.2945 -5.0428 4.4484
C -1.1011 -3.0297 4.8149
C 0.9650 -2.7885 3.4738
C 1.3944 -3.4219 2.3190
C 1.7310 -2.6847 1.1967
N 1.9072 -1.3679 1.2386
C 1.6627 -0.7296 2.4044
C 1.1421 -1.3941 3.5349
C 1.8133 0.7480 2.3433
C 1.8942 1.5004 3.5236
C 2.0639 2.8847 3.4165
C 2.0187 3.4703 2.1624
C 1.7669 2.6763 1.0472
N 1.7345 1.3395 1.1368
C 2.4132 3.7130 4.6289
C 3.7626 4.3887 4.3971
C 1.3316 4.7679 4.8394
C 2.5036 2.8129 5.8499
H 0.6277 -3.7546 6.7930
H 1.1447 -2.1851 6.1648
H 2.1305 -3.6246 5.8635
H -0.2034 -5.5223 5.3013
H -0.2707 -5.3071 3.5479
H 1.3019 -5.4642 4.3702
H -1.1098 -1.9521 5.0057
H -1.6601 -3.2221 3.8896
H -1.6028 -3.5439 5.6444
H 1.4476 -4.5104 2.2757
H 1.8423 -3.1374 0.2072
H 0.8418 -0.8018 4.4068
H 1.8843 0.9451 4.4566
H 2.1642 4.5392 2.0398
H 1.5393 3.1211 0.0827
H 3.7358 5.0747 3.5472
H 4.0560 4.9521 5.2862
H 4.5324 3.6374 4.1961
H 0.3572 4.2818 4.9615
H 1.5477 5.3500 5.7405
H 1.2631 5.4495 3.9861
H 1.5406 2.3235 6.0155
H 3.2712 2.0512 5.6893
H 2.7606 3.4031 6.7294
```

## Properties
Net charge: +3
Calculated total energy: -2148.5317 a.u.
Gap between HOMO and LUMO (alpha / beta): 2.56 / 2.56 eV
Maximum force: 2.39 eV Å⁻¹
Multiplicity: 1



[2]
The following is a DFT calculation (wB97M-V/def2-TZVPD) of a cluster of 5 separate species, C26H43N5O4P in total in a non-equilibrium geometry.

Geometry as XYZ:
```
79
Properties=species:S:1:pos:R:3
C -1.1348 -3.0047 0.8949
C -0.5886 -1.6981 0.2092
O 0.4075 -1.0494 1.0129
P 0.2122 0.6087 1.1328
O 0.9359 1.0123 2.4158
C -1.5859 1.1257 1.4165
C -2.3522 1.5978 0.1222
N -3.7836 1.6157 0.4173
C -4.3005 0.2632 0.3085
C -5.6791 0.2028 -0.4506
C -6.3450 -1.2284 -0.3580
O -6.3902 -1.8825 -1.6439
C -5.0704 -2.1825 -2.0885
O 0.9720 1.4900 -0.0788
C 0.5803 1.1231 -1.4072
C 1.7783 0.6305 -2.2883
H -0.5194 -3.2954 1.7679
H -1.0722 -3.8464 0.1681
H -2.2056 -2.8887 1.1428
H -0.0667 -2.0613 -0.7123
H -1.4124 -1.0509 -0.1503
H -1.5393 1.9953 2.1062
H -2.1642 0.3420 1.9408
H -2.0732 2.6498 -0.1210
H -2.2192 0.9112 -0.7568
H -3.5896 -0.4800 -0.1524
H -4.5086 -0.1169 1.3548
H -6.4033 0.9218 -0.0165
H -5.5738 0.4567 -1.5267
H -7.3818 -1.1963 0.0248
H -5.7633 -1.8793 0.3429
H -5.0370 -3.2134 -2.5137
H -4.7832 -1.4709 -2.8921
H -4.3445 -2.1753 -1.2502
H 0.2112 2.0545 -1.9002
H -0.2513 0.3986 -1.4758
H 1.3700 0.5065 -3.3181
H 2.5284 1.4412 -2.3305
H 2.1796 -0.3512 -1.9782
N 2.4975 4.0110 1.7484
C 1.9908 5.2195 1.3648
C 2.6643 6.2001 2.0508
C 3.6170 5.5535 2.8777
C 3.4900 4.2023 2.6658
H 2.1843 3.1153 1.4064
H 1.1958 5.2781 0.6389
H 2.4912 7.2613 1.9665
H 4.3165 6.0232 3.5511
H 4.0184 3.3644 3.0890
N 1.8076 -5.2092 2.7569
C 2.2298 -6.0628 3.7386
C 1.9276 -7.3418 3.3440
C 1.3039 -7.2549 2.0731
C 1.2468 -5.9261 1.7374
H 1.8966 -4.2086 2.7802
H 2.7056 -5.6885 4.6297
H 2.1329 -8.2392 3.9054
H 0.9389 -8.0726 1.4725
H 0.8566 -5.4307 0.8644
N 5.0897 -3.4308 -1.0476
C 4.3592 -2.4910 -0.3710
C 3.0383 -2.8519 -0.4434
C 2.9703 -4.0580 -1.1878
C 4.2518 -4.3921 -1.5449
H 6.0856 -3.4172 -1.1609
H 4.8399 -1.6498 0.1005
H 2.2133 -2.3089 -0.0078
H 2.0823 -4.6185 -1.4335
H 4.6378 -5.2259 -2.1077
N 0.6793 5.1891 -2.2851
C 1.2611 6.4271 -2.3125
C 0.3623 7.3039 -2.8638
C -0.8089 6.5662 -3.1765
C -0.5843 5.2649 -2.8049
H 1.1127 4.3533 -1.9353
H 2.2607 6.5759 -1.9386
H 0.5266 8.3576 -3.0228
H -1.7145 6.9460 -3.6212
H -1.2118 4.3905 -2.8653
```

## Properties
Net charge: -1
Calculated total energy: -1932.5592 a.u.
Energy relative to the best compared isomer or geometry (same formula, charge and spin): 1.529 eV
Gap between HOMO and LUMO: 4.66 eV
Maximum force: 5.37 eV Å⁻¹
Multiplicity: 1



[3]
The following is a DFT calculation (wB97M-V/def2-TZVPD) of a structure of composition C26H44BrNOP2Pt in a non-equilibrium geometry.

Geometry as XYZ:
```
76
Properties=species:S:1:pos:R:3
N -5.0580 -1.2353 4.2632
C -3.9764 -0.6372 4.6955
C -3.3805 0.3740 3.9302
C -3.9020 0.5780 2.6184
C -5.0700 -0.1002 2.1694
C -5.5485 -1.0615 3.0541
C -3.1046 1.3790 1.6994
Pt 0.0125 0.5288 -1.7112
P 2.1668 0.4600 -1.4013
C -3.1734 1.3738 0.3314
C -2.3553 2.1666 -0.6247
C -2.3515 1.8003 -2.0086
C -1.1983 2.1909 -2.7955
C -0.1786 2.9899 -2.1709
C -0.3377 3.4676 -0.8652
C -1.4833 3.1427 -0.1085
Br 1.2623 3.6502 -3.2917
H -2.1673 1.8365 2.0734
H -3.6781 0.5292 -0.1388
H -2.5566 0.9994 4.2750
H -5.5246 0.1632 1.2212
H -3.6036 -0.8663 5.6720
H -6.4071 -1.6553 2.7915
H -3.3192 1.7597 -2.4748
H -1.8962 3.7634 0.6552
H -1.1246 2.1544 -3.8876
H 0.4102 4.1927 -0.5606
P -0.3778 -1.8004 -0.3984
C 2.4313 1.8332 -0.2289
C 3.3798 2.9150 -0.7049
H 2.7369 1.3501 0.7068
H 1.4569 2.2803 0.0139
H 3.3668 3.7228 0.0286
H 4.4066 2.5673 -0.8147
H 3.0495 3.3055 -1.6778
C 2.4110 0.5794 -3.2730
C 3.7764 0.5634 -3.9436
H 1.9501 1.5491 -3.5083
H 1.7522 -0.1636 -3.7657
H 3.5931 0.8797 -4.9871
H 4.4853 1.2863 -3.5124
H 4.2415 -0.4342 -3.9768
C 3.3723 -0.6683 -0.7269
C 4.8364 -0.2236 -0.8402
H 3.2515 -1.6387 -1.2170
H 3.1512 -0.8196 0.3360
H 5.4849 -1.0833 -0.6313
H 5.0815 0.1381 -1.8425
H 5.0880 0.5727 -0.1281
C 0.5596 -2.6804 0.9571
C 1.9361 -3.2513 0.6324
H -0.0434 -3.5494 1.2700
H 0.5564 -1.9857 1.8190
H 2.0056 -4.2901 0.9852
H 2.1228 -3.2684 -0.4490
H 2.7263 -2.6886 1.1281
C -0.2955 -2.9081 -1.8487
C -1.1465 -2.2577 -2.9252
H -0.6312 -3.9183 -1.5852
H 0.7470 -2.9920 -2.1470
H -0.7003 -2.3839 -3.9115
H -2.1546 -2.6721 -2.9775
H -1.2410 -1.1657 -2.7823
C -2.0866 -2.1927 0.3113
C -2.1526 -2.7285 1.7523
H -2.5277 -2.9332 -0.3679
H -2.7246 -1.2941 0.2273
H -3.1596 -3.0586 2.0208
H -1.5203 -3.6094 1.9181
H -1.8424 -1.9715 2.4809
C 0.9509 1.5148 3.6971
O 1.2698 0.6300 2.6313
H 0.2015 1.0573 4.3792
H 0.5259 2.4100 3.2208
H 1.8714 1.7938 4.2414
H 1.3712 -0.2622 3.0037
```

## Properties
Net charge: +4
Calculated total energy: -4521.3008 a.u.
Gap between HOMO and LUMO (alpha / beta): 5.54 / 4.56 eV
Maximum force: 3.35 eV Å⁻¹
Expectation value of S²: 6.075
Multiplicity: 5



[4]
The following is a DFT calculation (wB97M-V/def2-TZVPD) of a cluster of 3 separate species, C26H44F14NO in total.

Geometry as XYZ:
```
86
Properties=species:S:1:pos:R:3
F 1.8611 -0.7535 2.1439
C 1.1911 -1.5931 1.2792
C 2.0416 -1.8994 0.0484
C 1.8288 -1.0423 -1.2089
N 0.3333 -0.8266 -1.4420
C -0.1578 0.5903 -1.2037
C 0.6139 1.3442 -0.1207
O 2.0023 1.0753 -0.1081
C 2.4954 0.3338 -1.2039
C 4.0223 0.2483 -1.0750
C 4.7844 1.0854 -2.1126
C 5.0050 2.5003 -1.6222
F 5.8050 2.4909 -0.5368
F 3.8236 3.0472 -1.2247
C 5.6711 3.4173 -2.6885
F 5.2526 3.0744 -3.9244
F 6.9893 3.1819 -2.6290
C 5.4727 4.9526 -2.5162
F 6.4119 5.5364 -3.2606
F 5.7042 5.2517 -1.2232
C 4.0726 5.5377 -2.9563
F 4.2277 6.2541 -4.0724
F 3.2165 4.5317 -3.2396
C 3.3489 6.4351 -1.9056
F 3.1150 5.7174 -0.7987
F 2.1650 6.7510 -2.4512
C 4.1040 7.7664 -1.5215
F 4.3103 7.8125 -0.2114
F 3.3883 8.8210 -1.8855
F 5.2885 7.8263 -2.1404
H 0.9614 -2.5138 1.8180
H 0.2359 -1.1056 1.0480
H 3.0871 -1.8294 0.3547
H 1.8679 -2.9448 -0.2265
H 2.1963 -1.5940 -2.0772
H 0.1161 -1.0566 -2.4121
H -0.2177 -1.4750 -0.8760
H -0.0753 1.1031 -2.1603
H -1.2104 0.5196 -0.9311
H 0.4358 2.4106 -0.3011
H 0.2251 1.1142 0.8749
H 2.2597 0.8438 -2.1516
H 4.3609 -0.7879 -1.1493
H 4.2606 0.5890 -0.0643
H 5.7733 0.6553 -2.2889
H 4.2662 1.1168 -3.0717
C -1.2776 -1.1656 3.9441
C -1.4940 -2.6332 3.5863
C -2.8630 -3.1697 4.0013
C -3.1312 -3.1320 5.5070
C -2.1097 -3.8853 6.3580
C -2.0327 -5.3755 6.0422
H -1.3092 -1.0025 5.0211
H -0.3041 -0.8120 3.5976
H -2.0500 -0.5388 3.4903
H -0.7014 -3.2412 4.0319
H -1.3980 -2.7537 2.4996
H -2.9680 -4.1947 3.6359
H -3.6398 -2.5876 3.4941
H -4.1243 -3.5531 5.6886
H -3.1811 -2.0935 5.8451
H -2.3757 -3.7553 7.4093
H -1.1192 -3.4350 6.2427
H -3.0071 -5.8509 6.1710
H -1.3268 -5.8792 6.7029
H -1.7063 -5.5574 5.0164
C -3.2332 -2.6267 -0.3807
C -3.4546 -2.4306 -1.8782
C -3.7468 -0.9810 -2.2623
C -5.0151 -0.3811 -1.6535
C -6.2989 -1.1348 -1.9986
C -6.5981 -1.1780 -3.4935
H -4.1186 -2.3659 0.1984
H -2.9829 -3.6619 -0.1472
H -2.4123 -1.9938 -0.0151
H -4.2640 -3.0788 -2.2188
H -2.5615 -2.7648 -2.4191
H -3.7908 -0.8964 -3.3510
H -2.8938 -0.3590 -1.9518
H -5.1067 0.6535 -1.9971
H -4.9130 -0.3286 -0.5657
H -7.1286 -0.6502 -1.4799
H -6.2537 -2.1538 -1.6037
H -6.6693 -0.1694 -3.9057
H -7.5442 -1.6830 -3.6861
H -5.8260 -1.7134 -4.0492
```

## Properties
Net charge: +1
Calculated total energy: -2544.9707 a.u.
Gap between HOMO and LUMO: 9.71 eV
Maximum force: 0.32 eV Å⁻¹
Multiplicity: 1



Question: Which of these has the highest maximum force?
Answer: C26H43N5O4P



Question: What is the formula in the first record?
Answer: C26H43N3S2Tl